1.
This record from the Open Molecules 2025 dataset describes 2 unconnected molecules or ions with the total composition C3H9NO. The level of theory is wB97M-V/def2-TZVPD.

The geometry in XYZ format:
```
14
Properties=species:S:1:pos:R:3:lowdin_charge:R:1
N 0.109 0.124 2.244 0.089
C -1.155 -0.100 1.948 -0.463
O -1.749 -1.191 1.906 -0.019
H 0.431 1.108 2.359 0.123
H 0.653 -0.749 2.457 0.139
H -1.431 0.849 1.387 0.132
C 1.770 0.055 -2.892 -0.172
C 0.539 0.846 -2.511 -0.186
H 1.733 -0.900 -2.392 0.055
H 1.707 -0.237 -4.015 0.097
H 2.670 0.568 -2.784 0.032
H -0.369 0.286 -2.706 0.060
H 0.356 1.765 -3.065 0.058
H 0.551 1.164 -1.460 0.056
```

Frontier orbital gap = 10.755 eV
SMILES = NC=O.CC
Charge = 0



2.
This record from the Open Molecules 2025 dataset describes 2 unconnected molecules or ions with the total composition C3H9NO. The level of theory is wB97M-V/def2-TZVPD.

The geometry in XYZ format:
```
14
Properties=species:S:1:pos:R:3:lowdin_charge:R:1
C -0.015 1.458 1.470 -0.010
C 1.056 1.084 0.785 -0.278
O 1.355 1.648 -0.454 -0.022
H -0.142 1.292 2.529 0.055
H -0.835 1.950 0.951 0.068
H 1.845 0.483 1.217 0.116
H 0.945 2.502 -0.351 0.083
C -0.482 -0.992 -1.078 -0.199
N -0.454 -2.316 -0.419 -0.062
H -0.547 -0.151 -0.394 0.024
H 0.473 -0.701 -1.528 0.061
H -1.207 -0.980 -1.895 0.069
H -0.762 -3.031 -1.065 0.046
H -1.231 -2.245 0.232 0.049
```

Frontier orbital gap = 10.287 eV
SMILES = C=CO.CN
Charge = 0



The records above yield max |F| values of 3.7; 1.4 eV/A, respectively.